1.
A cluster of 2 separate species, C8H17NOS in total, computed with ωB97M-V/def2-TZVPD.

Last column: Löwdin charge in e.
CARTESIAN COORDINATES (ANGSTROEM)
1 C 2.674652 -0.994323 1.270826  -0.1030
2 C 3.372718 0.256741 0.697183  -0.1610
3 C 1.961379 0.342465 0.993905  -0.3834
4 C 1.256680 1.160506 1.925306  -0.1149
5 C -1.048224 -1.872036 -0.291046  -0.1033
6 C -2.731157 -0.825953 -1.958380  -0.0453
7 C -1.698488 1.679409 -0.402418  -0.0934
8 C -1.940184 -0.714919 -0.636672  -0.4846
9 N -1.036971 0.426907 -0.781600  -0.4636
10 O 0.783578 1.636598 -1.906469  -0.5094
11 S 0.486128 0.353557 -1.418268  0.9164
12 H 2.356146 -1.859407 0.697223  0.0805
13 H 3.012905 -1.162491 2.277109  0.0802
14 H 4.195972 0.667964 1.305932  0.1097
15 H 3.664728 0.247054 -0.323392  0.0784
16 H 1.121174 2.262035 1.563373  0.1076
17 H 2.141762 1.259609 2.786784  0.1409
18 H 0.429931 0.919882 2.561930  0.0497
19 H -1.720504 -2.795129 -0.194896  0.1098
20 H -0.208172 -1.931037 -1.017729  0.0523
21 H -0.734912 -1.923245 0.727893  0.0640
22 H -1.903445 -1.464687 -2.564704  0.1258
23 H -2.824791 0.096221 -2.526913  0.0676
24 H -3.643410 -1.359163 -1.923238  0.0522
25 H -2.528432 1.859442 -1.089398  0.0850
26 H -1.751216 1.566549 0.736057  0.1154
27 H -1.038322 2.517467 -0.699766  0.0746
28 H -2.649525 -0.350014 0.191367  0.1517

Atomic forces in eV per Å
C -0.6614 1.7413 -0.6482
C 0.7887 -0.6269 -0.0893
C -0.3776 -2.4583 -0.7227
C 2.7330 4.0653 2.5928
C -2.0692 -2.5506 0.0403
C 3.9053 -1.8718 -1.2725
C 2.3639 0.1205 0.2334
C -0.5444 2.1350 0.5899
N -0.7615 0.8371 0.0448
O 1.1407 4.3210 -1.7633
S -0.5599 -3.9622 2.4853
H 0.4527 0.1245 -0.1136
H -0.3254 -0.3176 0.4499
H -0.7544 0.1101 0.0769
H 0.1503 -0.0649 -0.9191
H 0.1911 -1.8707 0.5125
H -1.9156 0.2412 -1.5202
H -0.7991 -0.9616 -0.4448
H 1.0357 0.6794 -1.2091
H -0.7599 -0.5800 0.6043
H 0.8864 1.0052 0.6990
H -2.2896 1.2061 0.6391
H -0.1294 0.1833 0.4054
H -0.8933 -0.6354 0.1364
H -0.7790 -0.3059 0.9556
H -0.9756 0.9478 -1.6356
H -0.0148 -0.3603 0.6567
H 0.9620 -1.1514 -0.7837

HOMO-LUMO gap (spin up / spin down) = 7.86 / 7.27 eV
HOMO (spin up / spin down) = -7.4 / -6.9 eV
Net charge = 0
DFT total energy = -22938.490 eV


2.
An isolated molecule of C8H17NOS2Si, computed with ωB97M-V/def2-TZVPD.

Last column: Löwdin charge in e.
CARTESIAN COORDINATES (ANGSTROEM)
1 Si 3.442355 -1.267684 1.504908  0.6233
2 C 3.072671 -0.874737 -0.316960  -0.4067
3 C 3.073085 0.670920 -0.649793  -0.3137
4 C 1.626092 1.236465 -0.884429  -0.4823
5 S 0.458706 0.666830 0.413302  0.8437
6 C -1.035127 1.673504 0.188543  -1.0240
7 S -0.871267 3.295787 -0.177724  0.6564
8 N -2.358319 1.165395 0.328073  -0.2177
9 C -2.982429 0.808365 -0.954691  -0.1372
10 C -2.478220 -0.609830 -1.376243  -0.1707
11 O -3.118605 -1.537462 -0.484494  -0.1431
12 C -2.441526 -1.371521 0.757037  -0.2068
13 C -2.472893 0.088815 1.326499  -0.1583
14 H 4.028877 -2.612929 1.705975  -0.0892
15 H 4.282647 -0.239659 2.160251  -0.0722
16 H 2.149019 -1.298095 2.228195  -0.0909
17 H 2.094767 -1.265073 -0.665877  0.0517
18 H 3.839286 -1.339180 -0.970372  0.0630
19 H 3.640144 0.901933 -1.567683  0.1062
20 H 3.488043 1.276792 0.181148  0.0865
21 H 1.241174 0.892343 -1.861633  0.0835
22 H 1.715556 2.336595 -0.943633  0.0531
23 H -2.717962 1.552268 -1.724344  0.1126
24 H -4.072181 0.731368 -0.796448  0.1346
25 H -2.722610 -0.803833 -2.431205  0.1277
26 H -1.394549 -0.665919 -1.151743  0.0927
27 H -2.984216 -2.007732 1.487490  0.1265
28 H -1.416491 -1.803165 0.712293  0.1129
29 H -1.664733 0.175400 2.079779  0.1115
30 H -3.421294 0.224040 1.883780  0.1270

Atomic forces in eV per Å
Si -0.7190 -0.1876 -0.0788
C 0.4855 0.7330 -0.9266
C -1.1422 0.0439 0.6700
C 0.6905 0.3823 -0.6307
S -0.5561 -0.0278 0.0702
C -0.1209 2.2646 -0.6656
S -0.0424 -1.4781 -0.0227
N 1.7808 -0.5686 0.5786
C 0.3378 -0.7477 -0.5650
C -0.5767 0.9011 0.6029
O 0.7852 0.4383 -0.1464
C -0.4501 -0.6867 1.1575
C -0.1831 -0.8542 0.0978
H 0.1412 0.0794 -0.1555
H 0.0921 -0.0145 -0.2081
H 0.0473 0.0596 0.0663
H 0.5607 -0.1354 0.4177
H -0.3490 0.0434 0.4487
H -0.1691 -0.1652 0.4253
H 0.0666 -0.4123 -0.4444
H 0.0561 0.0273 0.4570
H -0.4218 -0.5301 0.3284
H -0.2780 -0.1204 0.5041
H 0.3982 0.2393 -0.2154
H 0.0492 -0.2910 0.4861
H -0.3067 0.0172 -0.7570
H 0.2412 0.3373 -0.3853
H -0.3866 0.5357 -0.2507
H -0.3838 0.0819 -0.4170
H 0.3529 0.0353 -0.4412

HOMO-LUMO gap = 8.10 eV
HOMO = -8.4 eV
SMILES string = [SiH3]CCCSC(=S)N1CCOCC1
Net charge = 0
DFT total energy = -41655.098 eV


3.
The ion C8H18BO4 with charge -1, computed with ωB97M-V/def2-TZVPD.

Last column: Löwdin charge in e.
CARTESIAN COORDINATES (ANGSTROEM)
1 C 3.591655 0.666232 1.257083  -0.1670
2 C 3.068645 0.692163 -0.302344  -0.2631
3 C 2.544405 -0.848416 -0.663228  -0.2337
4 C 0.910672 -0.977364 -0.620733  -0.2089
5 C 0.264410 -0.916600 0.904135  -0.1509
6 C -1.368129 -1.047946 0.849149  -0.2416
7 O -1.888378 -2.152761 -0.022220  -0.1408
8 B -2.571207 -1.720100 -1.276897  -0.6657
9 O -3.026744 -0.353644 -0.953799  -0.0969
10 C -2.281699 0.160449 0.225757  -0.2278
11 C -1.658038 1.662993 0.029720  -0.0783
12 O -2.699235 2.447304 -0.713781  -0.2483
13 O -3.757251 2.616234 0.027694  -0.1091
14 H 4.754039 0.438811 1.226945  0.0737
15 H 3.458377 1.720784 1.769322  0.0696
16 H 2.973238 -0.183861 1.804282  0.0689
17 H 2.127148 1.412525 -0.422298  0.1028
18 H 3.871597 1.088961 -1.064057  0.0946
19 H 3.073390 -1.653238 0.026769  0.1092
20 H 2.860716 -1.016073 -1.800699  0.1031
21 H 0.558421 -2.025803 -1.069796  0.1246
22 H 0.343616 -0.164480 -1.283907  0.1129
23 H 0.658413 -1.904772 1.446221  0.1186
24 H 0.654719 -0.022546 1.551721  0.0987
25 H -1.756709 -1.088084 1.976333  0.1390
26 H -1.626540 -1.590748 -2.002711  0.0318
27 H -3.288425 -2.472024 -1.826376  0.0326
28 H -3.094579 0.316779 1.071099  0.1375
29 H -0.703540 1.682476 -0.680275  0.1310
30 H -1.461209 2.237864 1.051492  0.1360
31 H -4.531778 2.994885 -0.514604  0.1475

Atomic forces in eV per Å
C 0.2371 0.4081 -0.8202
C -1.0272 -0.4315 0.4613
C -0.1510 0.8533 -1.4068
C -0.7782 -0.4069 0.3596
C 0.2808 -1.4695 -0.7342
C -1.4549 0.1528 -1.2342
O 1.4909 0.2974 3.6315
B 2.4404 1.5640 0.5628
O 0.9287 1.8779 2.2852
C -1.5563 0.1520 0.7317
C -0.6911 -0.4709 -0.5770
O 5.8804 -0.7434 -3.3701
O -5.9840 1.2823 3.5706
H -2.4526 0.2056 0.3483
H 0.1814 -2.2161 -0.8788
H 1.5265 1.9782 -0.9155
H 1.9882 -1.5295 0.3687
H -1.3945 -0.9318 1.6360
H -1.1043 1.6803 -1.4480
H -0.5993 -0.0119 2.4572
H 0.8076 2.3602 0.9942
H 1.5711 -1.6801 1.3033
H -0.8338 2.0371 -0.9894
H -0.9775 -1.3685 -1.3031
H 0.9274 -0.5751 -2.2358
H 0.7721 0.0622 -1.3854
H -1.2565 -0.6295 0.2842
H 1.4149 -0.0838 -1.6605
H -2.2403 0.1372 1.4896
H -0.2870 -1.4021 -1.9817
H 2.3408 -1.0979 0.4565

HOMO-LUMO gap = 6.46 eV
HOMO = -3.2 eV
Net charge = -1
DFT total energy = -17448.619 eV